(1)
{"formula": "C56H140F12N7O7P2", "method": "ωB97M-V with the def2-TZVPD basis set", "charge": 4, "multiplicity": 2, "orbital_gap_ev": [2.21, 9.72], "s2": 0.751, "symbols": ["C", "C", "N", "C", "C", "C", "C", "C", "O", "C", "H", "H", "H", "H", "H", "H", "H", "H", "H", "H", "H", "H", "H", "H", "H", "H", "H", "H", "H", "H", "C", "C", "N", "C", "C", "C", "C", "C", "O", "C", "H", "H", "H", "H", "H", "H", "H", "H", "H", "H", "H", "H", "H", "H", "H", "H", "H", "H", "H", "H", "C", "C", "N", "C", "C", "C", "C", "C", "O", "C", "H", "H", "H", "H", "H", "H", "H", "H", "H", "H", "H", "H", "H", "H", "H", "H", "H", "H", "H", "H", "C", "C", "N", "C", "C", "C", "C", "C", "O", "C", "H", "H", "H", "H", "H", "H", "H", "H", "H", "H", "H", "H", "H", "H", "H", "H", "H", "H", "H", "H", "C", "C", "N", "C", "C", "C", "C", "C", "O", "C", "H", "H", "H", "H", "H", "H", "H", "H", "H", "H", "H", "H", "H", "H", "H", "H", "H", "H", "H", "H", "C", "C", "N", "C", "C", "C", "C", "C", "O", "C", "H", "H", "H", "H", "H", "H", "H", "H", "H", "H", "H", "H", "H", "H", "H", "H", "H", "H", "H", "H", "C", "C", "N", "C", "C", "C", "C", "C", "O", "C", "H", "H", "H", "H", "H", "H", "H", "H", "H", "H", "H", "H", "H", "H", "H", "H", "H", "H", "H", "H", "P", "F", "F", "F", "F", "F", "F", "P", "F", "F", "F", "F", "F", "F"], "xyz": [[8.10, 0.43, -6.65], [7.77, 0.66, -5.24], [7.56, -0.60, -4.33], [6.67, -1.76, -4.95], [8.92, -1.24, -4.07], [9.96, -0.49, -3.13], [6.88, -0.23, -2.98], [5.45, 0.33, -3.12], [4.50, -0.60, -3.53], [3.23, -0.08, -3.76], [7.29, -0.15, -7.10], [9.07, -0.05, -6.78], [8.23, 1.33, -7.25], [6.94, 1.33, -4.98], [8.67, 1.15, -4.87], [7.09, -2.29, -5.80], [5.76, -1.24, -5.24], [6.39, -2.47, -4.17], [9.26, -1.28, -5.10], [8.79, -2.30, -3.81], [9.62, -0.11, -2.17], [10.22, 0.45, -3.63], [10.84, -1.11, -3.00], [7.42, 0.64, -2.61], [6.81, -1.06, -2.27], [5.30, 1.13, -3.84], [5.14, 0.57, -2.10], [2.72, -1.03, -3.95], [3.49, 0.51, -4.64], [2.90, 0.57, -2.95], [-0.13, 4.96, 0.50], [-1.20, 3.97, 0.09], [-2.63, 4.20, 0.65], [-3.34, 2.89, 0.20], [-2.71, 4.40, 2.27], [-1.88, 3.36, 3.07], [-3.26, 5.43, -0.10], [-4.56, 5.99, 0.47], [-4.42, 6.57, 1.76], [-5.37, 7.61, 2.00], [-0.09, 5.13, 1.57], [-0.37, 5.91, 0.02], [0.82, 4.54, 0.17], [-0.85, 3.00, 0.44], [-1.35, 3.87, -0.98], [-4.40, 2.98, 0.43], [-2.87, 1.97, 0.54], [-3.28, 2.76, -0.88], [-3.75, 4.40, 2.62], [-2.36, 5.42, 2.42], [-2.46, 2.44, 3.16], [-1.53, 3.75, 4.02], [-1.02, 3.14, 2.45], [-3.34, 5.20, -1.16], [-2.53, 6.20, 0.17], [-5.27, 5.16, 0.52], [-4.95, 6.71, -0.25], [-6.36, 7.17, 1.95], [-5.01, 8.49, 1.46], [-5.22, 7.75, 3.08], [-0.43, 1.32, -3.94], [-1.35, 0.93, -5.09], [-1.28, 1.94, -6.28], [0.17, 1.94, -6.73], [-2.25, 1.43, -7.41], [-2.24, -0.04, -7.85], [-1.61, 3.50, -5.90], [-2.10, 4.36, -7.09], [-1.33, 4.26, -8.21], [-2.12, 4.39, -9.33], [-0.68, 2.33, -3.62], [0.63, 1.23, -4.19], [-0.65, 0.64, -3.11], [-2.39, 0.96, -4.77], [-1.11, -0.04, -5.53], [0.70, 2.59, -6.04], [0.23, 2.43, -7.71], [0.64, 0.95, -6.80], [-1.95, 2.05, -8.25], [-3.26, 1.66, -7.07], [-2.90, -0.23, -8.70], [-2.47, -0.60, -6.95], [-1.26, -0.38, -8.20], [-0.77, 3.98, -5.38], [-2.38, 3.25, -5.17], [-2.01, 5.43, -6.89], [-3.18, 4.26, -7.17], [-2.78, 3.61, -9.71], [-1.46, 4.52, -10.19], [-2.80, 5.23, -9.27], [-1.21, -3.91, 2.18], [-0.50, -5.15, 1.50], [-0.33, -5.02, -0.05], [0.16, -6.40, -0.69], [-1.62, -4.54, -0.69], [-2.74, -5.49, -0.42], [0.80, -4.05, -0.28], [1.23, -3.77, -1.76], [2.23, -4.72, -2.22], [3.50, -4.20, -2.71], [-0.84, -2.93, 1.87], [-1.02, -4.04, 3.25], [-2.29, -4.03, 2.08], [-1.03, -6.09, 1.66], [0.50, -5.33, 1.89], [1.12, -6.61, -0.22], [0.26, -6.17, -1.76], [-0.53, -7.15, -0.32], [-1.54, -4.47, -1.78], [-1.72, -3.55, -0.25], [-2.61, -6.36, -1.07], [-3.75, -5.16, -0.65], [-2.84, -5.80, 0.62], [1.68, -4.38, 0.28], [0.47, -3.14, 0.22], [1.62, -2.76, -1.91], [0.35, -3.76, -2.39], [4.18, -5.01, -2.98], [3.79, -3.47, -1.96], [3.29, -3.72, -3.67], [-9.68, -1.38, 0.20], [-8.26, -0.93, 0.81], [-7.35, -2.08, 1.24], [-6.23, -1.46, 2.18], [-8.07, -3.14, 2.26], [-8.51, -2.61, 3.66], [-6.70, -2.82, 0.03], [-6.07, -2.04, -1.12], [-5.31, -0.95, -0.62], [-4.17, -0.60, -1.44], [-10.10, -0.64, -0.48], [-10.36, -1.43, 1.05], [-9.71, -2.35, -0.29], [-8.42, -0.31, 1.69], [-7.73, -0.26, 0.13], [-5.78, -2.29, 2.72], [-6.74, -0.82, 2.89], [-5.63, -0.77, 1.59], [-7.33, -3.94, 2.30], [-8.93, -3.40, 1.64], [-9.31, -3.27, 3.98], [-8.90, -1.59, 3.74], [-7.63, -2.78, 4.28], [-7.50, -3.35, -0.49], [-5.83, -3.39, 0.34], [-6.88, -1.69, -1.76], [-5.52, -2.69, -1.79], [-4.29, -0.58, -2.52], [-3.43, -1.40, -1.43], [-3.65, 0.33, -1.21], [4.38, -0.97, 1.32], [5.36, 0.17, 1.32], [5.14, 1.35, 2.37], [6.40, 2.35, 2.39], [3.85, 2.14, 2.05], [3.88, 2.70, 0.57], [5.03, 0.82, 3.89], [6.29, 0.18, 4.55], [7.08, -0.63, 3.72], [8.29, -0.86, 4.31], [4.78, -1.81, 0.75], [3.51, -0.80, 0.69], [4.03, -1.27, 2.31], [5.36, 0.64, 0.34], [6.37, -0.22, 1.43], [6.68, 2.51, 1.35], [7.20, 1.74, 2.80], [6.30, 3.23, 3.02], [3.74, 2.94, 2.78], [3.04, 1.47, 2.33], [2.91, 3.21, 0.53], [3.89, 2.15, -0.37], [4.66, 3.37, 0.23], [4.24, 0.12, 4.14], [4.78, 1.77, 4.36], [5.85, -0.26, 5.44], [6.92, 0.88, 5.10], [8.30, -0.93, 5.40], [8.97, -0.04, 4.05], [8.63, -1.81, 3.89], [-3.41, -0.62, 3.52], [-2.53, 0.15, 4.62], [-2.36, -0.62, 5.98], [-3.76, -0.73, 6.63], [-1.71, -2.03, 5.80], [-1.42, -2.72, 7.16], [-1.50, 0.21, 7.02], [-0.03, 0.56, 6.52], [-0.14, 1.69, 5.56], [1.10, 2.40, 5.32], [-4.41, -0.60, 3.94], [-3.07, -1.63, 3.28], [-3.49, -0.09, 2.57], [-3.00, 1.07, 4.99], [-1.50, 0.32, 4.30], [-3.70, -1.13, 7.64], [-4.41, -1.40, 6.06], [-4.18, 0.27, 6.69], [-0.85, -2.04, 5.13], [-2.51, -2.62, 5.35], [-0.45, -2.32, 7.49], [-1.37, -3.79, 6.99], [-2.22, -2.64, 7.90], [-1.51, -0.45, 7.89], [-2.01, 1.14, 7.26], [0.48, -0.29, 6.07], [0.52, 0.74, 7.44], [1.82, 1.64, 5.01], [1.63, 2.75, 6.20], [1.07, 3.20, 4.59], [-0.03, 0.00, 0.28], [-0.84, 0.91, -0.78], [1.04, -0.42, -0.88], [0.86, 1.21, 0.74], [0.99, -0.92, 1.18], [-1.15, 0.35, 1.51], [-0.94, -1.29, -0.24], [2.24, -3.23, 4.64], [1.62, -1.92, 3.87], [1.74, -2.52, 6.01], [0.80, -3.96, 4.70], [2.83, -4.53, 5.53], [2.63, -4.08, 3.30], [3.81, -2.61, 4.77]]}

(2)
{"formula": "C56H140O14", "method": "ωB97M-V with the def2-TZVPD basis set", "relative_energy_ev": 2.604, "orbital_gap_ev": 9.82, "symbols": ["C", "C", "O", "C", "C", "H", "H", "H", "H", "H", "H", "H", "H", "H", "H", "C", "C", "O", "C", "C", "H", "H", "H", "H", "H", "H", "H", "H", "H", "H", "C", "C", "O", "C", "C", "H", "H", "H", "H", "H", "H", "H", "H", "H", "H", "C", "C", "O", "C", "C", "H", "H", "H", "H", "H", "H", "H", "H", "H", "H", "C", "C", "O", "C", "C", "H", "H", "H", "H", "H", "H", "H", "H", "H", "H", "C", "C", "O", "C", "C", "H", "H", "H", "H", "H", "H", "H", "H", "H", "H", "C", "C", "O", "C", "C", "H", "H", "H", "H", "H", "H", "H", "H", "H", "H", "C", "C", "O", "C", "C", "H", "H", "H", "H", "H", "H", "H", "H", "H", "H", "C", "C", "O", "C", "C", "H", "H", "H", "H", "H", "H", "H", "H", "H", "H", "C", "C", "O", "C", "C", "H", "H", "H", "H", "H", "H", "H", "H", "H", "H", "C", "C", "O", "C", "C", "H", "H", "H", "H", "H", "H", "H", "H", "H", "H", "C", "C", "O", "C", "C", "H", "H", "H", "H", "H", "H", "H", "H", "H", "H", "C", "C", "O", "C", "C", "H", "H", "H", "H", "H", "H", "H", "H", "H", "H", "C", "C", "O", "C", "C", "H", "H", "H", "H", "H", "H", "H", "H", "H", "H"], "xyz": [[-14.14, -3.04, 25.88], [-14.20, -2.25, 27.17], [-13.60, -1.03, 27.06], [-14.02, -0.28, 28.22], [-13.49, 1.08, 28.17], [-14.50, -2.44, 25.03], [-13.15, -3.39, 25.72], [-14.83, -3.88, 25.98], [-15.26, -2.12, 27.35], [-13.78, -2.82, 28.00], [-15.10, -0.37, 28.33], [-13.74, -0.83, 29.05], [-12.56, 0.99, 27.55], [-13.20, 1.52, 29.10], [-14.21, 1.79, 27.74], [-19.48, 7.28, 23.25], [-18.47, 7.32, 22.08], [-19.19, 7.66, 20.94], [-18.35, 8.16, 19.96], [-19.19, 8.71, 18.89], [-20.02, 8.28, 23.33], [-20.32, 6.54, 23.06], [-18.99, 6.99, 24.16], [-17.69, 8.05, 22.25], [-18.07, 6.27, 22.02], [-17.69, 8.95, 20.39], [-17.62, 7.41, 19.64], [-19.93, 7.98, 18.52], [-18.52, 9.02, 18.10], [-19.71, 9.65, 19.17], [-11.67, 3.04, 24.84], [-10.49, 2.74, 23.94], [-10.78, 1.91, 22.83], [-9.61, 1.64, 22.06], [-9.99, 0.75, 20.97], [-12.45, 3.45, 24.16], [-12.08, 2.14, 25.33], [-11.40, 3.81, 25.53], [-10.06, 3.66, 23.50], [-9.67, 2.25, 24.51], [-9.27, 2.59, 21.71], [-8.93, 1.13, 22.74], [-9.11, 0.22, 20.51], [-10.65, 1.30, 20.28], [-10.65, -0.04, 21.33], [-22.58, 0.29, 24.06], [-21.50, 1.16, 24.54], [-20.48, 1.19, 23.58], [-19.46, 2.13, 23.73], [-18.72, 2.32, 22.46], [-22.16, -0.60, 23.57], [-23.12, -0.04, 25.01], [-23.34, 0.68, 23.36], [-21.82, 2.21, 24.73], [-21.04, 0.81, 25.47], [-19.93, 3.01, 24.09], [-18.86, 1.90, 24.63], [-19.39, 2.50, 21.61], [-18.16, 1.38, 22.37], [-18.12, 3.23, 22.53], [-12.90, 9.93, 26.68], [-13.68, 10.81, 25.73], [-13.18, 12.12, 25.92], [-13.83, 13.19, 25.26], [-12.98, 14.43, 25.48], [-12.95, 8.88, 26.35], [-11.82, 10.28, 26.50], [-13.17, 9.98, 27.73], [-13.39, 10.45, 24.70], [-14.71, 10.85, 25.92], [-14.08, 12.86, 24.20], [-14.76, 13.37, 25.79], [-13.15, 14.64, 26.50], [-13.36, 15.25, 24.78], [-11.90, 14.29, 25.30], [-15.59, 13.64, 21.77], [-15.76, 12.13, 21.94], [-14.88, 11.49, 21.02], [-14.60, 10.20, 21.41], [-13.52, 9.71, 20.45], [-15.98, 13.87, 20.76], [-16.03, 14.36, 22.48], [-14.50, 13.84, 21.78], [-15.42, 11.82, 22.96], [-16.82, 11.73, 21.81], [-14.11, 10.21, 22.40], [-15.49, 9.61, 21.43], [-12.68, 10.31, 20.71], [-13.79, 9.91, 19.39], [-13.34, 8.65, 20.55], [-11.13, 12.81, 20.09], [-10.84, 13.06, 21.53], [-10.69, 11.79, 22.15], [-10.22, 11.78, 23.48], [-9.76, 10.31, 23.72], [-12.19, 12.46, 20.02], [-11.01, 13.79, 19.66], [-10.50, 12.09, 19.59], [-9.98, 13.77, 21.72], [-11.75, 13.58, 21.93], [-9.27, 12.39, 23.59], [-10.98, 12.16, 24.18], [-10.65, 9.69, 23.59], [-9.46, 10.18, 24.73], [-9.01, 9.88, 23.05], [-7.86, 9.79, 19.01], [-9.11, 9.27, 19.69], [-8.92, 7.88, 19.98], [-9.96, 7.34, 20.88], [-9.56, 6.04, 21.52], [-7.59, 9.12, 18.16], [-7.98, 10.81, 18.64], [-7.01, 9.93, 19.67], [-9.23, 9.75, 20.70], [-10.11, 9.55, 19.20], [-10.15, 8.16, 21.60], [-10.91, 7.20, 20.35], [-9.02, 5.38, 20.89], [-10.50, 5.65, 21.94], [-8.94, 6.30, 22.39], [-8.92, 6.06, 26.30], [-10.43, 6.17, 26.10], [-11.07, 5.37, 27.15], [-12.38, 5.87, 27.39], [-13.05, 5.02, 28.49], [-8.52, 5.05, 26.38], [-8.34, 6.56, 25.54], [-8.72, 6.58, 27.24], [-10.75, 7.23, 26.17], [-10.79, 5.79, 25.19], [-12.34, 6.94, 27.76], [-13.02, 5.85, 26.50], [-13.97, 5.57, 28.75], [-12.48, 4.95, 29.41], [-13.42, 4.09, 28.06], [-15.24, 3.55, 21.57], [-13.94, 4.30, 21.45], [-13.56, 4.28, 20.03], [-12.21, 4.68, 19.82], [-11.83, 4.54, 18.41], [-15.47, 3.51, 22.61], [-16.10, 4.11, 21.10], [-15.29, 2.55, 21.22], [-14.08, 5.33, 21.74], [-13.20, 3.81, 22.06], [-12.03, 5.70, 20.11], [-11.53, 4.08, 20.42], [-10.85, 4.96, 18.14], [-12.54, 5.07, 17.76], [-11.93, 3.48, 18.13], [-13.42, -0.30, 22.83], [-14.25, 0.50, 23.84], [-15.59, 0.09, 23.78], [-16.38, 0.55, 24.88], [-17.57, -0.42, 24.91], [-13.82, -0.24, 21.85], [-12.43, 0.23, 22.78], [-13.35, -1.30, 23.19], [-13.82, 0.39, 24.85], [-14.15, 1.58, 23.59], [-15.82, 0.39, 25.88], [-16.64, 1.58, 24.89], [-18.28, -0.28, 24.10], [-18.14, -0.33, 25.82], [-17.16, -1.48, 24.91], [-17.34, 2.15, 28.26], [-18.53, 3.01, 28.69], [-18.92, 3.88, 27.59], [-19.68, 4.91, 28.11], [-19.85, 5.85, 26.95], [-17.59, 1.71, 27.30], [-16.34, 2.61, 28.22], [-17.35, 1.28, 28.93], [-19.39, 2.44, 29.06], [-18.24, 3.70, 29.56], [-20.66, 4.62, 28.56], [-19.09, 5.46, 28.89], [-19.07, 5.75, 26.27], [-20.00, 6.85, 27.27], [-20.73, 5.55, 26.28], [-15.49, 4.03, 25.60], [-15.65, 5.40, 24.84], [-14.38, 5.72, 24.28], [-14.32, 7.04, 23.68], [-12.84, 7.37, 23.34], [-14.93, 4.19, 26.52], [-16.46, 3.72, 26.00], [-14.96, 3.28, 25.04], [-16.45, 5.31, 24.09], [-15.98, 6.16, 25.54], [-15.02, 7.17, 22.85], [-14.68, 7.73, 24.43], [-12.33, 6.53, 22.86], [-12.38, 7.58, 24.27], [-12.72, 8.25, 22.70], [-16.99, 10.08, 24.34], [-17.55, 9.38, 25.58], [-16.45, 8.79, 26.29], [-16.82, 8.32, 27.58], [-15.57, 8.10, 28.37], [-17.79, 10.25, 23.67], [-16.45, 10.99, 24.65], [-16.26, 9.44, 23.86], [-18.03, 10.03, 26.37], [-18.33, 8.69, 25.32], [-17.37, 9.05, 28.17], [-17.43, 7.42, 27.45], [-15.77, 7.67, 29.33], [-14.99, 9.02, 28.59], [-14.87, 7.46, 27.86]]}